{
  "formula": "C33H56ClN2O3PPb",
  "method": "wB97M-V/def2-TZVPD",
  "lumo_energy_ev": [0.0, 0.4],
  "homo_lumo_gap_ev": [6.664, 7.105],
  "total_energy_ha": -2620.478920,
  "de_lowest_ev": 4.570,
  "species": ["Pb", "P", "Cl", "C", "H", "H", "C", "C", "C", "H", "C", "H", "H", "C", "H", "H", "C", "H", "H", "C", "H", "H", "H", "H", "C", "C", "H", "C", "H", "H", "C", "H", "H", "C", "H", "H", "C", "H", "H", "H", "H", "C", "H", "C", "H", "H", "C", "H", "H", "C", "H", "H", "C", "H", "H", "H", "H", "C", "C", "H", "C", "H", "C", "H", "H", "C", "H", "H", "C", "H", "H", "H", "H", "C", "C", "C", "C", "C", "C", "O", "N", "C", "O", "N", "C", "O", "H", "H", "H", "H", "H", "H", "H", "H", "H", "H", "H"],
  "coordinates": [[0.71666, 0.89691, 0.40631], [0.36711, 0.53493, -1.98857], [0.93736, -1.55858, 0.99047], [2.67920, 1.04996, 2.90464], [3.01616, 0.09487, 2.49880], [3.43899, 1.79943, 3.13168], [-1.03095, -0.56688, -2.40524], [2.00690, -0.00511, -2.61898], [-0.77626, -2.06010, -2.16138], [-1.82565, -0.25447, -1.70971], [-2.06421, -2.86085, -2.42245], [0.02576, -2.41162, -2.83194], [-0.42426, -2.23991, -1.13683], [-2.61303, -2.61504, -3.83176], [-1.86633, -3.92803, -2.26815], [-2.81806, -2.56352, -1.68110], [-2.80830, -1.11742, -4.08787], [-1.90500, -3.01569, -4.57023], [-3.55736, -3.15313, -3.97260], [-1.51010, -0.34374, -3.83527], [-3.14718, -0.94353, -5.11623], [-3.59337, -0.73047, -3.42212], [-0.73560, -0.70499, -4.52916], [-1.66326, 0.71878, -4.05370], [-0.01787, 2.22309, -2.62526], [1.97512, -0.51290, -4.06248], [2.56395, 0.94912, -2.60243], [3.41304, -0.62800, -4.58799], [1.50200, -1.50506, -4.09916], [1.38672, 0.14190, -4.71844], [4.23808, -1.58388, -3.71646], [3.40166, -0.97232, -5.62838], [3.87948, 0.36808, -4.58340], [4.20371, -1.16690, -2.24191], [3.82381, -2.59721, -3.81309], [5.27190, -1.62848, -4.07493], [2.76355, -1.00353, -1.73543], [4.73366, -1.89983, -1.62368], [4.72616, -0.20765, -2.12217], [2.24999, -1.97787, -1.76413], [2.77216, -0.68519, -0.68164], [-1.45390, 2.76449, -2.48355], [0.62696, 2.87501, -2.00894], [-1.48378, 4.23601, -2.92382], [-2.13914, 2.18479, -3.11823], [-1.81866, 2.68199, -1.45574], [-0.96723, 4.41068, -4.35506], [-2.50215, 4.62819, -2.83317], [-0.85051, 4.81744, -2.23942], [0.43033, 3.80257, -4.52027], [-1.65961, 3.91619, -5.05059], [-0.95194, 5.47271, -4.62445], [0.45310, 2.34122, -4.07110], [0.76093, 3.87458, -5.56216], [1.15118, 4.36924, -3.91372], [-0.20681, 1.75367, -4.72740], [1.46652, 1.93846, -4.18157], [-1.34052, 1.11962, 0.55981], [1.38101, 1.30028, 3.13725], [-1.97433, 1.13476, -0.32445], [0.82078, 2.55988, 3.69593], [0.62940, 0.53619, 2.91370], [-0.70736, 2.52329, 3.87312], [1.30485, 2.78152, 4.66745], [1.07914, 3.38589, 3.00990], [-1.47054, 2.65771, 2.54849], [-0.98874, 1.59572, 4.38614], [-0.99822, 3.35205, 4.53462], [-1.85015, 1.31914, 1.88444], [-2.41617, 3.18450, 2.73767], [-0.89567, 3.27222, 1.84595], [-1.56146, 0.48488, 2.54373], [-2.92846, 1.25432, 1.75711], [-1.57423, -1.38178, 6.87789], [-0.94187, -1.00430, 5.54213], [-0.47066, -2.18190, 4.64211], [0.49862, -3.16837, 5.43632], [1.68624, -2.54386, 6.18893], [-1.68308, -2.90364, 4.09833], [-2.33810, -3.68529, 4.80814], [-2.15719, -2.62307, 2.82210], [-1.59168, -1.77408, 1.89186], [-2.21348, -1.53962, 0.83088], [-0.38000, -1.20360, 2.28601], [0.25241, -1.55122, 3.48576], [1.44857, -1.28689, 3.70493], [-2.46342, -2.00798, 6.73746], [-1.87538, -0.45496, 7.38126], [-0.85856, -1.89487, 7.53086], [-1.67173, -0.41175, 4.96333], [-0.07971, -0.35244, 5.74954], [-0.11805, -3.68453, 6.19116], [0.87395, -3.94936, 4.74846], [1.37064, -1.76274, 6.89339], [2.19554, -3.31777, 6.78088], [2.45991, -2.11562, 5.54062], [-3.04398, -3.06472, 2.55837]],
  "forces_ev_per_a": [[2.965, 2.101, 0.395], [-0.704, -1.069, -0.891], [3.615, -1.973, -3.855], [-0.642, 0.269, 0.633], [-0.162, 0.342, 0.156], [-0.150, -0.097, -0.089], [0.040, 0.066, -0.545], [-0.351, 0.274, -0.752], [0.129, -0.209, 0.176], [0.162, -0.051, -0.092], [0.095, 0.082, -0.003], [-0.237, 0.060, 0.067], [-0.189, 0.128, -0.265], [0.041, 0.039, 0.068], [-0.038, 0.137, -0.022], [0.144, -0.031, -0.046], [0.012, -0.051, -0.126], [-0.064, 0.045, 0.042], [0.117, 0.063, 0.021], [-0.410, -0.289, -0.451], [0.003, -0.046, 0.123], [0.100, -0.043, -0.067], [-0.175, 0.069, 0.068], [-0.029, -0.492, 0.051], [0.347, -0.136, -0.239], [0.398, -0.097, -0.448], [0.005, -0.139, 0.028], [-0.033, -0.179, -0.026], [0.082, 0.179, 0.065], [0.218, -0.342, 0.198], [-0.047, 0.052, -0.006], [0.051, 0.036, 0.114], [-0.068, -0.107, -0.009], [-0.126, 0.060, -0.104], [0.046, 0.107, 0.012], [-0.101, -0.002, 0.038], [-0.002, -0.128, 0.227], [-0.082, 0.098, -0.070], [-0.025, -0.103, -0.009], [0.087, 0.219, 0.035], [0.060, -0.071, -0.414], [-0.052, -0.033, 0.008], [-0.026, -0.101, -0.085], [0.124, -0.085, -0.020], [0.102, 0.215, 0.218], [0.135, 0.048, -0.174], [0.044, -0.007, 0.004], [0.114, -0.046, -0.001], [-0.100, -0.029, -0.059], [-0.075, 0.079, -0.039], [0.070, 0.043, 0.063], [-0.018, -0.132, 0.024], [0.136, 0.602, -0.456], [-0.040, 0.042, 0.103], [-0.088, -0.038, -0.081], [0.274, 0.174, 0.130], [-0.246, 0.304, 0.003], [-0.686, -0.118, -1.168], [1.139, -0.511, 0.235], [-0.241, -0.016, 0.579], [-0.017, 0.701, 0.339], [0.572, 0.576, 0.247], [0.337, 0.469, 0.065], [-0.172, -0.051, -0.423], [-0.094, -0.028, 0.321], [-0.444, 0.110, 0.332], [-0.032, 0.158, -0.059], [0.084, -0.183, -0.119], [-1.791, 0.040, 0.798], [0.292, 0.057, -0.053], [-0.055, 0.017, 0.115], [-0.157, 0.573, -0.116], [-0.414, 0.087, 0.668], [-0.137, -0.025, -0.022], [-0.276, 0.225, 0.053], [0.182, -0.440, -0.054], [-0.462, 0.023, -0.089], [0.361, 0.093, 0.016], [-1.919, -1.684, 1.855], [1.135, 1.178, -1.312], [-0.110, -0.460, 0.391], [-1.190, 0.767, -0.865], [1.895, -0.520, 2.073], [-2.931, -0.516, 3.232], [2.357, 0.236, 1.035], [-2.373, -0.721, -1.238], [0.258, 0.067, 0.120], [0.004, -0.199, -0.031], [-0.220, 0.022, -0.140], [0.241, -0.088, 0.136], [-0.114, -0.228, -0.336], [0.014, 0.146, -0.477], [-0.245, 0.407, 0.167], [0.019, -0.157, -0.170], [-0.335, 0.036, -0.053], [-0.472, -0.100, 0.090], [0.559, 0.253, 0.231]],
  "mulliken_charge": [1.72, -1.79, -0.35, -1.44, 0.18, 0.32, 0.87, 0.10, -0.56, 0.71, -0.71, 0.41, -0.12, -0.87, 0.48, 0.29, -1.04, 0.33, 0.44, -0.48, 0.43, 0.36, 0.17, -0.04, -0.18, -0.78, 0.58, -0.97, 0.24, 0.39, -0.75, 0.39, 0.37, -0.93, 0.32, 0.43, -0.02, 0.39, 0.38, 0.21, 0.01, -0.03, 1.11, -0.99, 0.23, -0.08, -0.73, 0.44, 0.36, -1.11, 0.34, 0.40, -0.39, 0.41, 0.38, 0.09, 0.20, -0.76, 2.33, 0.91, -0.72, -1.30, -0.32, 0.42, 0.24, -1.06, -0.19, 0.47, 0.15, 0.41, 0.32, -0.97, 0.67, -1.62, -0.78, 2.26, -0.92, -1.20, -0.58, -0.70, 0.10, 0.01, -0.59, 0.46, -0.67, -0.39, 0.28, 0.45, 0.31, 0.16, 0.55, 0.43, 0.40, 0.26, 0.47, 0.22, 0.35]
}